Entry 1:
{"formula": "C4H8Cl2", "method": "ωB97M-V with the def2-TZVPD basis set", "homo_energy_ha": -0.3859, "energy_ha": -1077.5612, "spin_multiplicity": 1, "smiles": "CC(CCl)CCl", "homo_lumo_gap_ha": 0.41682, "elements": ["Cl", "Cl", "C", "C", "C", "C", "H", "H", "H", "H", "H", "H", "H", "H"], "xyz": [[-1.834882, -0.889373, -0.923250], [2.695028, -0.554397, -0.617393], [0.199708, 0.177662, 0.285835], [-1.157848, -0.343954, 0.649689], [1.105737, -1.145292, 0.083315], [-0.058357, 1.329032, -0.662120], [1.182616, -1.607897, 1.074502], [0.629976, 0.768273, 1.163722], [-0.312377, 0.959405, -1.600550], [0.550464, -1.748960, -0.578832], [-1.846948, 0.412225, 1.131337], [-0.768232, 1.990994, -0.259421], [0.828420, 1.923424, -0.997689], [-1.213306, -1.271143, 1.250854]], "forces_ev_per_a": [[-1.14, -0.42, -0.13], [-0.80, -0.94, 0.50], [1.31, 0.40, 2.86], [-1.39, -0.35, 0.75], [-0.28, 3.79, 0.20], [3.37, -0.06, -1.43], [0.56, 0.15, -0.43], [-0.39, -1.30, -0.46], [-1.28, -0.51, -1.59], [0.11, -0.97, -1.04], [0.77, -0.76, -0.78], [-1.03, 0.71, 0.46], [-0.22, -0.39, 1.12], [0.42, 0.64, -0.02]]}

***

Entry 2:
{"formula": "C6H16N2", "method": "ωB97M-V with the def2-TZVPD basis set", "homo_energy_ha": -0.2819, "energy_ha": -347.4804, "spin_multiplicity": 1, "homo_lumo_gap_ha": 0.18255, "elements": ["N", "N", "C", "C", "C", "C", "C", "C", "H", "H", "H", "H", "H", "H", "H", "H", "H", "H", "H", "H", "H", "H", "H", "H"], "xyz": [[1.999588, -0.311896, -0.257465], [-0.846334, 1.641057, -0.908965], [-0.839921, -1.440537, 1.098238], [-1.995238, -0.463075, 0.966691], [-2.702954, -0.628455, -0.405814], [0.296738, 0.961984, -1.333499], [2.979708, -0.384616, 0.803617], [1.421242, 0.952314, -0.252115], [-2.765455, -0.705825, 1.704162], [-1.679848, 0.561192, 1.070849], [-1.938242, -0.394861, -1.135859], [0.734417, 1.421750, -2.238514], [3.753701, 0.376082, 0.658734], [-3.590863, -0.029627, -0.577567], [3.487858, -1.340346, 0.796349], [2.135312, 1.716487, -0.538465], [-2.896221, -1.700663, -0.500243], [-0.060196, -1.229019, 0.363080], [-0.348835, -1.333382, 2.057388], [1.039139, 1.240984, 0.757490], [-1.176300, -2.464600, 0.936587], [-0.494089, 2.606366, -0.910623], [0.085138, -0.055944, -1.665212], [2.532620, -0.267238, 1.798494]], "forces_ev_per_a": [[0.85, 1.27, -0.12], [1.75, 0.43, 0.38], [0.15, 0.44, -0.32], [-1.47, -0.57, -0.58], [1.37, -0.70, 0.61], [-1.21, -0.16, -1.95], [-0.48, -0.73, 0.30], [0.10, -1.21, 0.22], [0.21, 0.22, 0.38], [0.11, 0.30, 0.26], [-0.31, 0.09, -0.49], [0.20, 0.05, 0.17], [-0.12, 0.22, 0.10], [-0.02, 0.05, 0.16], [-0.06, -0.32, -0.08], [-0.09, 0.50, -0.31], [-0.46, 0.09, -0.20], [-0.09, -0.10, -0.17], [0.01, -0.24, 0.40], [0.08, 0.16, 0.10], [0.06, -0.07, 0.19], [-0.63, 0.23, 0.25], [0.02, -0.18, 0.58], [0.02, 0.21, 0.10]]}

***

Entry 3:
{"formula": "CH4N2O3", "method": "ωB97M-V with the def2-TZVPD basis set", "homo_energy_ha": [-0.3516, -0.3516], "energy_ha": -375.5571, "spin_multiplicity": 1, "homo_lumo_gap_ha": [0.34676, 0.34679], "elements": ["O", "O", "O", "N", "N", "C", "H", "H", "H", "H"], "xyz": [[-0.864638, -1.310168, -0.075847], [0.820509, 0.488418, 0.010350], [3.102825, 0.201855, -0.285817], [-1.743242, 0.781388, 0.115597], [-0.836351, -0.091647, 0.575782], [2.043433, -0.153334, 0.193460], [-0.893896, -1.293885, -1.042040], [-1.540310, 1.754131, 0.569549], [-2.153617, 0.802074, -0.882417], [2.065285, -1.178835, 0.821385]], "forces_ev_per_a": [[-0.52, 0.32, 1.45], [1.61, -0.44, -0.12], [-1.72, 0.20, 0.44], [0.80, 1.94, -0.21], [0.58, -0.96, -1.35], [-0.82, -1.32, 0.47], [0.01, 0.91, -0.28], [-0.68, -2.50, -1.22], [1.47, -0.26, 1.84], [-0.72, 2.11, -1.02]]}

***

Entry 4:
{"formula": "C23H43ClF7N6O7P2S", "method": "ωB97M-V with the def2-TZVPD basis set", "homo_energy_ha": -0.4203, "energy_ha": -3997.1338, "spin_multiplicity": 1, "total_charge": 1, "homo_lumo_gap_ha": 0.30800, "elements": ["Cl", "S", "P", "P", "F", "F", "F", "F", "F", "F", "F", "O", "O", "O", "O", "O", "O", "O", "N", "N", "N", "N", "N", "N", "C", "C", "C", "C", "C", "C", "C", "C", "C", "C", "C", "C", "C", "C", "C", "C", "C", "C", "C", "C", "C", "C", "C", "H", "H", "H", "H", "H", "H", "H", "H", "H", "H", "H", "H", "H", "H", "H", "H", "H", "H", "H", "H", "H", "H", "H", "H", "H", "H", "H", "H", "H", "H", "H", "H", "H", "H", "H", "H", "H", "H", "H", "H", "H", "H", "H"], "xyz": [[1.447920, -1.509189, 3.261380], [0.236486, -4.211693, 1.347000], [1.859795, -1.383800, 1.205617], [-0.772210, -2.545736, 1.310637], [3.669722, -2.891135, -3.200925], [2.366396, -0.389763, -3.337915], [2.785618, -0.107493, -1.240927], [1.611872, -3.011577, -1.230068], [0.889594, -2.280692, -3.145246], [4.272002, -2.343974, -1.130834], [4.786390, -1.039516, -2.819093], [-1.909540, 1.545266, -0.858221], [0.597884, 1.292439, 2.471612], [0.270529, 1.981694, -4.457550], [-2.112191, -0.391694, 0.654983], [2.486085, 0.123422, 1.173249], [1.803580, -7.851469, -0.787575], [3.852864, -7.252834, -0.523160], [1.908317, 2.273716, -2.054014], [2.730522, -7.088862, -0.940382], [2.265250, 3.737900, -0.230813], [0.549271, 4.198838, -1.703065], [-0.178881, 0.209122, -1.582206], [-0.883992, -4.295651, -2.543230], [-0.749513, 0.437075, -2.958332], [-3.145903, -0.171956, 1.601015], [1.200940, 3.082965, -1.080842], [1.258172, -1.884330, -1.896028], [0.605096, 1.910244, 3.746965], [2.028879, 1.933049, 4.295944], [0.102725, -1.118287, 0.397922], [-2.335136, 2.896888, -0.859560], [-1.189952, -2.041252, -1.700454], [-0.624997, 1.168302, -0.461185], [-2.680069, 3.514313, 0.487624], [-4.418034, -0.822139, 1.049374], [-1.254438, -3.555630, -1.583799], [2.447501, -5.844468, -1.704118], [-0.680502, 0.777322, 2.167206], [-5.646306, 0.044825, 1.306262], [-0.562235, 1.810403, -3.579553], [0.033012, -1.250157, -1.175329], [-0.796467, 0.143456, 0.799190], [2.544843, -1.040462, -2.164033], [0.433013, 2.184178, -0.091485], [2.289799, 3.222015, 5.069371], [3.845554, -1.889659, -2.325691], [-6.532882, -0.575365, 1.249452], [-2.936999, -0.636661, 2.561546], [-1.698208, 3.576895, -1.410694], [-1.896216, 3.447871, 1.231152], [0.051985, 2.797490, 0.711057], [-1.990863, -2.785297, 0.673263], [-1.042768, -5.272200, -2.311081], [1.549449, 3.363775, 5.845590], [3.357963, -5.262117, -1.759172], [-1.687307, -4.019647, -0.709014], [2.154076, 1.078076, 4.945928], [1.669230, -5.313821, -1.168755], [-3.625484, 3.148046, 0.861696], [3.175604, 0.197206, 1.839632], [-4.280079, -0.867012, -0.026780], [-3.368210, 0.874458, 1.783819], [-5.637020, 0.472210, 2.302429], [2.867493, 2.162983, -1.765688], [-2.837148, 4.573362, 0.303537], [2.797301, 3.022633, 0.259127], [-0.125423, 4.672528, -1.130464], [2.696008, 1.871361, 3.444306], [-1.363851, 1.622614, 2.219320], [2.106727, -6.138323, -2.692482], [2.242815, 4.058208, 4.381032], [0.783163, 0.590880, -1.737948], [-0.027679, 1.360476, 4.446387], [-3.265008, 2.889465, -1.417058], [-0.918312, 0.063026, 2.947643], [-2.101743, -1.653170, -1.261275], [-1.233672, 2.636984, -3.312962], [-1.131899, -2.051389, 2.566494], [-5.757900, 0.820243, 0.559244], [3.273070, 3.176643, 5.515354], [-1.317114, -1.899010, -2.763926], [-1.795253, 0.160823, -2.987481], [-4.563347, -1.815322, 1.450709], [-0.228426, -0.261294, -3.599285], [1.822708, 4.287063, 0.498304], [1.208239, 1.593077, 0.380106], [1.918719, 2.770723, -2.933893], [0.249701, 4.066435, -2.653036], [0.199296, 2.921059, 3.684150]], "forces_ev_per_a": [[-0.09, 0.06, -0.22], [-0.02, 0.35, 0.16], [0.54, -0.34, 0.00], [0.39, -1.40, -0.60], [0.14, 0.57, 0.82], [-0.11, -0.05, 0.13], [-0.05, -0.29, 0.42], [-0.18, 0.65, -0.10], [0.08, 0.26, 0.42], [-0.37, 0.12, -1.03], [-0.69, -0.87, 0.47], [0.67, 0.28, 0.02], [-0.34, -0.21, 0.06], [-1.35, -0.29, 1.28], [0.37, 0.12, 0.28], [-0.12, -0.05, -0.08], [-0.24, -0.15, 0.03], [0.24, -0.03, 0.09], [-1.03, -0.17, -0.31], [0.00, 0.14, -0.09], [-0.33, -0.48, -0.21], [-0.13, -0.42, -0.32], [2.26, 1.08, -1.04], [-0.02, 0.55, 0.09], [-0.36, -0.58, -0.05], [-1.07, -0.30, 0.14], [1.76, 1.28, 1.28], [0.51, -0.48, -0.53], [0.31, -0.16, 0.37], [-0.67, 0.54, 0.02], [-0.22, 0.29, 1.72], [-0.81, 0.72, 0.29], [-0.74, -0.52, -0.11], [-1.80, -1.14, 1.19], [0.05, 0.20, -0.38], [0.20, 0.84, -0.31], [0.38, -0.86, -0.45], [0.10, 0.02, -0.06], [1.16, 0.74, 0.39], [-0.19, -0.61, 0.15], [1.37, 0.38, -1.45], [-1.20, -0.04, 0.72], [-0.17, -0.49, -1.88], [0.38, -0.32, -1.01], [-0.05, 0.01, -0.92], [0.08, -0.49, -0.39], [0.82, 0.36, -0.17], [-0.27, -0.03, -0.05], [0.36, 0.02, 0.21], [0.50, -0.34, -0.05], [0.08, -0.14, 0.19], [-0.27, 0.15, 0.11], [-0.09, 0.47, 0.20], [-0.07, -0.14, -0.03], [-0.13, 0.08, 0.26], [0.06, -0.01, 0.03], [-0.13, 0.17, 0.27], [0.31, -0.31, -0.03], [-0.11, -0.05, 0.00], [-0.07, -0.34, 0.32], [0.21, 0.10, 0.17], [-0.01, -0.39, -0.22], [0.32, 0.35, -0.19], [0.01, 0.21, 0.18], [0.19, 0.02, 0.03], [-0.03, 0.25, 0.01], [-0.01, -0.05, 0.07], [-0.07, 0.13, 0.01], [0.32, -0.12, -0.09], [-0.59, -0.12, -0.06], [-0.08, -0.01, 0.02], [0.04, 0.31, 0.00], [0.10, 0.17, -0.07], [-0.21, -0.13, 0.00], [-0.16, -0.24, -0.25], [-0.41, -0.26, 0.04], [0.02, 0.30, 0.35], [-0.16, -0.21, 0.21], [-0.02, 0.35, -0.15], [0.12, 0.32, -0.03], [0.21, 0.20, 0.21], [0.33, 0.17, -0.22], [-0.27, 0.19, 0.28], [0.08, -0.29, 0.00], [0.26, -0.01, -0.20], [0.04, 0.23, -0.01], [0.12, -0.09, 0.06], [0.25, -0.05, -0.21], [-0.13, 0.08, -0.06], [-0.10, 0.24, -0.19]]}

***

Copy entry 3 word for word.
{"formula": "CH4N2O3", "method": "ωB97M-V with the def2-TZVPD basis set", "homo_energy_ha": [-0.3516, -0.3516], "energy_ha": -375.5571, "spin_multiplicity": 1, "homo_lumo_gap_ha": [0.34676, 0.34679], "elements": ["O", "O", "O", "N", "N", "C", "H", "H", "H", "H"], "xyz": [[-0.864638, -1.310168, -0.075847], [0.820509, 0.488418, 0.010350], [3.102825, 0.201855, -0.285817], [-1.743242, 0.781388, 0.115597], [-0.836351, -0.091647, 0.575782], [2.043433, -0.153334, 0.193460], [-0.893896, -1.293885, -1.042040], [-1.540310, 1.754131, 0.569549], [-2.153617, 0.802074, -0.882417], [2.065285, -1.178835, 0.821385]], "forces_ev_per_a": [[-0.52, 0.32, 1.45], [1.61, -0.44, -0.12], [-1.72, 0.20, 0.44], [0.80, 1.94, -0.21], [0.58, -0.96, -1.35], [-0.82, -1.32, 0.47], [0.01, 0.91, -0.28], [-0.68, -2.50, -1.22], [1.47, -0.26, 1.84], [-0.72, 2.11, -1.02]]}